One molecule with the formula C6H10 in a non-equilibrium geometry. Source: OMol25; level of theory: the ωB97M-V functional and the def2-TZVPD basis.

Summary:
* M: 82.1 g/mol
* HOMO energy: -9.33 eV
* structure (SMILES): C1C[C@H]2CC[C@@H]12
* orbital gap: 10.59 eV
* energy relative to the best compared isomer or geometry (same formula, charge and spin): 40.49 kcal/mol

Last column: Löwdin charge in e.
Element x y z (Å)
C: 0.537 1.448 -0.266  -0.1333
C: 0.712 0.294 -1.292  -0.1362
C: -0.481 -0.483 -0.710  -0.2740
C: -0.319 -1.469 0.451  -0.1489
C: -0.157 -0.310 1.456  -0.1279
C: -0.637 0.655 0.342  -0.2474
H: 1.394 1.579 0.408  0.0990
H: 0.305 2.427 -0.694  0.0981
H: 0.517 0.636 -2.311  0.1016
H: 1.652 -0.255 -1.260  0.1019
H: -1.259 -0.751 -1.441  0.1311
H: -1.274 -1.974 0.639  0.1075
H: 0.477 -2.207 0.369  0.0984
H: 0.898 -0.131 1.701  0.1038
H: -0.699 -0.389 2.404  0.0988
H: -1.666 0.933 0.203  0.1276

C6H10 as an isolated structure. Source: OMol25; level of theory: the ωB97M-V functional and the def2-TZVPD basis.

Summary:
* M: 82.1 g/mol
* HOMO energy: -8.11 eV
* orbital gap: 9.14 eV
* energy relative to the best compared isomer or geometry (same formula, charge and spin): 132.89 kcal/mol

Last column: Löwdin charge in e.
Element x y z (Å)
C: -1.120 0.689 -1.293  -0.1375
C: -0.397 1.971 -0.981  -0.1307
C: -0.325 0.803 -0.040  -0.1947
C: 1.284 -0.603 0.293  -0.0596
C: 0.914 -1.149 1.641  -0.2051
C: 0.531 -1.892 0.390  -0.2001
H: -0.719 0.070 -2.093  0.1084
H: -2.203 0.674 -1.210  0.1010
H: 0.486 2.205 -1.572  0.1060
H: -0.965 2.841 -0.663  0.1000
H: -0.791 0.856 0.937  0.1178
H: 0.887 0.478 -0.131  0.0246
H: 1.754 -1.480 2.250  0.0912
H: 0.096 -0.733 2.225  0.0891
H: 1.098 -2.772 0.085  0.0916
H: -0.529 -1.957 0.161  0.0978

One molecule with the formula C6H10 in a non-equilibrium geometry. Source: OMol25; level of theory: the ωB97M-V functional and the def2-TZVPD basis.

Summary:
* M: 82.1 g/mol
* HOMO energy: -9.00 eV
* structure (SMILES): C[C@H]1C[C@H]2C[C@H]21
* orbital gap: 10.23 eV
* energy relative to the best compared isomer or geometry (same formula, charge and spin): 39.16 kcal/mol

Last column: Löwdin charge in e.
Element x y z (Å)
C: -1.051 -0.711 1.418  -0.0715
C: -0.519 0.393 0.548  -0.3535
C: 0.994 0.741 0.514  -0.1042
C: 0.898 0.698 -1.015  -0.2124
C: 0.642 -0.711 -1.427  -0.0849
C: -0.507 0.112 -0.947  -0.2232
H: -0.920 -0.498 2.481  0.0748
H: -2.115 -0.845 1.196  0.0796
H: -0.535 -1.645 1.170  0.0763
H: -1.052 1.338 0.713  0.1399
H: 1.283 1.695 0.962  0.1039
H: 1.641 -0.038 0.942  0.1109
H: 0.863 1.558 -1.654  0.1260
H: 1.003 -1.506 -0.778  0.1034
H: 0.681 -0.946 -2.486  0.1032
H: -1.305 0.364 -1.639  0.1317

One molecule with the formula C6H10 in a non-equilibrium geometry. Source: OMol25; level of theory: the ωB97M-V functional and the def2-TZVPD basis.

Summary:
* M: 82.1 g/mol
* HOMO energy: -9.35 eV
* structure (SMILES): C1CC2(C1)CC2
* orbital gap: 10.56 eV
* energy relative to the best compared isomer or geometry (same formula, charge and spin): 52.03 kcal/mol

Last column: Löwdin charge in e.
Element x y z (Å)
C: 1.119 1.125 -0.498  -0.0910
C: -0.252 1.710 -0.747  -0.0855
C: -0.128 0.331 -0.199  -0.4696
C: -0.413 -0.179 1.198  -0.1477
C: -0.084 -1.616 0.752  -0.1344
C: -0.341 -1.057 -0.793  -0.0679
H: 1.694 1.510 0.343  0.1002
H: 1.724 0.856 -1.364  0.1002
H: -0.573 1.820 -1.778  0.0995
H: -0.618 2.475 -0.068  0.1008
H: -1.477 -0.055 1.443  0.1145
H: 0.191 0.223 2.009  0.1053
H: -0.757 -2.382 1.229  0.1071
H: 0.934 -1.941 0.901  0.0840
H: -1.258 -1.572 -0.704  0.0718
H: 0.237 -1.247 -1.725  0.1126

A 3-piece molecular cluster, C6H10 overall. Source: OMol25; level of theory: the ωB97M-V functional and the def2-TZVPD basis.

Summary:
* M: 82.1 g/mol
* HOMO energy: -8.95 eV
* orbital gap: 10.14 eV
* energy relative to the best compared isomer or geometry (same formula, charge and spin): 64.61 kcal/mol

Last column: Löwdin charge in e.
Element x y z (Å)
C: 2.025 -0.381 -0.029  -0.0604
C: 0.569 -0.007 0.015  -0.3876
C: -0.541 -1.033 0.136  -0.2146
C: -1.714 -0.103 -0.087  -0.1892
C: -1.349 1.125 0.499  -0.1292
C: 0.039 1.184 0.557  -0.0966
H: 2.329 -0.879 0.900  0.0820
H: 2.654 0.507 -0.157  0.0778
H: 2.228 -1.068 -0.858  0.0775
H: -0.060 0.206 -1.421  0.1410
H: -0.463 -1.866 -0.570  0.1199
H: -0.566 -1.415 1.167  0.1323
H: -2.741 -0.448 -0.194  0.1039
H: -1.014 0.155 -1.444  0.1287
H: -2.022 1.957 0.685  0.1031
H: 0.626 2.066 0.802  0.1113

One molecule with the formula C6H10. Source: OMol25; level of theory: the ωB97M-V functional and the def2-TZVPD basis.

Summary:
* M: 82.1 g/mol
* HOMO energy: -9.13 eV
* structure (SMILES): CC#CCCC
* orbital gap: 10.20 eV
* energy relative to the best compared isomer or geometry (same formula, charge and spin): 55.56 kcal/mol

Last column: Löwdin charge in e.
Element x y z (Å)
C: 1.106 0.176 1.216  -0.1111
C: 1.156 -0.369 -0.221  -0.2642
C: 0.339 -1.684 -0.374  -0.1984
C: -1.024 -1.123 -0.528  -0.0535
C: -1.451 0.007 -0.609  -0.1318
C: -1.776 1.420 -0.532  -0.0919
H: 0.167 -0.072 1.729  0.0769
H: 1.214 1.267 1.250  0.0686
H: 1.924 -0.252 1.805  0.0683
H: 2.188 -0.437 -0.561  0.0974
H: 0.674 0.310 -0.939  0.0878
H: 0.646 -2.262 -1.253  0.1021
H: 0.429 -2.344 0.499  0.1067
H: -1.439 1.991 -1.405  0.0854
H: -2.853 1.510 -0.434  0.0747
H: -1.299 1.861 0.355  0.0831